C23H28IN5O | the ωB97M-V functional and the def2-TZVPD basis

```
58
Properties=species:S:1:pos:R:3:forces:R:3
I -0.41973 -0.67288 3.26837 0.3568 -0.1012 -0.5920
O -3.92068 1.02802 3.05249 -1.0527 -0.4901 0.0708
N -2.22870 1.27101 1.48909 0.2751 0.5810 -0.1679
N 3.35916 2.73912 4.59556 -0.2520 -0.1283 0.1382
N -1.34809 3.37625 1.58061 1.2956 -0.0848 -0.5373
N -1.92724 -4.44159 -5.48370 0.0128 -0.0605 -0.0996
N 2.15974 -1.40120 -0.68800 0.1118 -0.0696 0.0509
C 2.32272 2.48732 5.39959 0.0638 0.0080 -0.5983
C -2.79797 -5.13619 -6.46648 -0.0046 0.0534 0.0581
C -2.49959 -3.74476 -4.48820 0.0106 0.0275 0.0486
C 0.51519 -2.56845 -2.56544 0.1391 0.0866 0.0892
C -0.59233 -4.52450 -5.58166 0.0250 0.0257 0.0519
C 1.08233 2.08907 4.92218 -0.3444 -0.0080 0.0522
C -0.94766 1.97800 1.61701 -0.1483 -0.9768 -0.0286
C 0.85119 1.94704 3.55697 0.4632 0.5026 0.0598
C -1.73284 -3.11326 -3.53762 0.0115 0.1082 0.0837
C 3.05355 -0.75030 0.30255 -0.1338 0.0487 -0.0173
C 0.22168 -3.91490 -4.65219 0.0878 -0.0056 0.0770
C -2.81760 1.35219 2.78382 0.7509 0.3433 0.3956
C -0.62762 5.66472 2.23173 0.1452 -0.6398 0.1447
C -0.34379 -3.20078 -3.60061 -0.1100 -0.1147 -0.0872
C 1.29136 -0.64248 -1.37526 -0.0492 -0.0080 -0.0158
C 1.94066 2.20158 2.72061 -0.1259 -0.2673 0.5912
C -1.76379 1.88653 3.77967 -0.0316 0.0420 0.0204
C 2.22251 -2.72410 -0.89260 -0.0509 -0.0173 -0.0327
C 1.41303 -3.33234 -1.82752 -0.0207 -0.0739 -0.0917
C 0.45707 -1.19904 -2.31560 -0.1299 0.0084 -0.0576
C 3.14758 2.58112 3.29498 0.0465 -0.0270 -0.3764
C -0.48178 1.52778 3.02221 -0.1863 0.5627 1.0160
C -0.23618 4.35730 1.50937 -0.5466 0.7016 0.3342
H 2.42588 -0.22970 1.02176 0.0428 0.0187 0.1231
H -0.06936 5.74070 3.15999 0.1097 0.1984 0.1091
H 3.64547 -1.50827 0.80309 -0.0180 -0.0207 0.0158
H -2.22867 -2.57351 -2.74250 -0.0119 -0.0071 0.0028
H 2.92995 -3.28252 -0.29739 0.0257 0.0415 0.0286
H -1.84542 3.44172 0.70061 -0.4755 0.1376 0.2045
H -3.45548 -4.40365 -6.92666 -0.0190 -0.0141 -0.0117
H -1.86519 1.49401 4.78297 -0.1568 -0.5057 -0.0587
H -0.19199 -5.08891 -6.41100 -0.0474 -0.0182 -0.0244
H -0.43804 6.54373 1.62998 -0.0331 0.1722 -0.0481
H 0.28965 1.88212 5.62580 -0.0640 0.0293 0.0966
H -0.22061 -0.55462 -2.85865 0.0057 0.0108 -0.0013
H -2.17887 -5.60484 -7.22323 0.0248 0.0076 -0.0015
H 1.29388 -3.99939 -4.76317 0.0017 -0.0150 -0.0120
H -3.37497 -5.89169 -5.93946 -0.0252 -0.0063 -0.0235
H 3.70486 -0.05424 -0.22040 0.0002 0.0053 0.0000
H 3.98823 2.77566 2.64067 0.1499 0.0830 0.0353
H 0.65024 3.97266 1.99200 0.0330 -0.1649 -0.1259
H -2.18710 0.33617 1.11617 -0.1718 -0.0655 -0.0401
H -3.58007 -3.71550 -4.47076 -0.0098 -0.0304 -0.0342
H -1.88278 2.95999 3.88906 0.1216 0.2004 -0.2205
H -1.67189 5.60522 2.51603 -0.2357 0.2089 -0.1503
H -0.20014 1.70478 0.86174 -0.2013 -0.2087 -0.3035
H 1.85112 2.11479 1.64882 0.0720 0.0605 -0.1547
H 1.48618 -4.40261 -1.96264 0.0184 -0.0039 0.0071
H 1.28909 0.41566 -1.15474 0.0365 0.0020 0.0267
H 0.00127 4.58866 0.47186 0.1548 -0.1575 -0.1852
H 2.48261 2.61328 6.45813 0.0639 0.0151 0.1659
```
Positions in Å, forces in eV/Å.

Total charge   +2
Calculated total energy   -41888.3661 eV
LUMO energy   -7.80 eV
HOMO   -13.40 eV
Energy above the lowest of the compared OMol25 structures with the same formula, charge and spin   0.00 kJ/mol


C23H28IN5SV | the ωB97M-V functional and the def2-TZVPD basis

```
59
Properties=species:S:1:pos:R:3:forces:R:3
I 3.96526 -2.79473 2.57780 0.1997 -0.4946 0.1297
V -0.24244 0.52649 -0.08179 -0.7505 1.3608 1.8594
S -2.27047 -1.78937 -2.93044 0.1270 0.0724 -0.1171
N 0.97247 0.99637 -1.66462 0.1934 -0.0336 -0.6428
N -2.42238 -3.83556 -1.24816 -0.2169 0.1503 -0.5511
N -0.86276 -2.31702 -0.69973 0.3815 0.5571 -0.1279
N -0.04073 -1.20642 -0.95473 0.3824 -1.2372 -1.5828
N 1.54187 0.35723 1.03843 0.7599 -0.0485 0.2334
C -2.56727 0.21624 0.64169 0.3976 -0.0153 -0.1776
C -1.91736 2.13679 -0.73990 -0.3951 0.0782 0.0859
C 1.42911 2.21359 -2.03471 -0.3976 -0.6085 0.3509
C -1.23556 1.95517 1.61517 -0.0043 -0.2822 -0.2653
C 2.36953 0.01753 -3.35153 0.0826 -0.3034 -0.0764
C 1.22265 -2.67403 -2.50353 -0.0451 -0.0500 -0.1828
C -1.97917 2.87754 -2.04927 0.0057 0.0092 0.1676
C -2.57577 0.90625 -0.59213 0.2876 0.2326 -0.0402
C 0.85173 -1.36414 -1.91903 -0.5402 0.2531 0.9992
C 2.09085 -0.82510 1.37082 -0.3502 0.4256 -0.2169
C 2.33501 2.38422 -3.05268 0.1967 0.0461 -0.2207
C -0.61042 -0.52801 3.53305 0.1149 -0.1364 -0.0663
C -1.96536 0.05900 3.13814 -0.1560 0.1117 -0.1510
C -1.91514 0.73075 1.77362 -0.1670 0.2969 -0.1024
C 3.24237 -0.93478 2.12710 -0.0873 0.1956 -0.0432
C 2.17303 1.47904 1.45357 -0.4372 -0.2342 -0.2207
C 3.87253 0.22041 2.55177 0.0996 0.2509 0.0698
C 2.81707 1.26641 -3.72221 0.1074 0.2268 -0.1172
C -1.83148 -2.68258 -1.62000 -0.0957 -0.5755 0.8858
C -1.24459 2.65402 0.39012 0.1287 -0.3653 -0.2591
C 1.44830 -0.10121 -2.32476 -0.1005 0.5970 0.1201
C 3.32394 1.44879 2.20060 0.2013 -0.0301 0.1406
C -3.07236 -0.98617 3.23534 -0.0243 -0.1810 0.0394
H -2.19264 0.86330 3.84398 -0.0305 0.0135 0.0068
H 3.53144 1.37497 -4.52797 -0.0234 -0.0032 0.0243
H -3.11640 0.49477 -1.43198 0.0276 -0.0910 -0.0188
H 4.77849 0.17026 3.14379 -0.0462 0.0109 -0.0295
H 1.57980 -1.70851 1.01894 0.0101 -0.0654 -0.0094
H -1.42183 3.81197 -2.01183 -0.0008 -0.0001 0.0182
H -1.59327 2.26967 -2.86738 -0.0058 -0.0603 0.0055
H -0.77359 3.62707 0.32478 0.0661 -0.0207 -0.0031
H 1.24292 -3.44920 -1.73872 -0.0571 -0.0009 0.0099
H 0.47877 -2.95949 -3.25463 0.0434 -0.0010 0.0131
H 0.19107 0.21514 3.53075 -0.0766 0.0071 -0.0023
H -4.05313 -0.60110 2.94761 0.1041 0.0731 0.0067
H -3.15912 -4.18679 -1.83875 0.0203 -0.0555 0.0615
H -3.12217 -0.70675 0.71652 0.0497 -0.0855 -0.0374
H -0.66308 -0.95616 4.53474 -0.0184 0.0266 -0.0414
H 2.71520 -0.86824 -3.86434 0.0576 0.0650 -0.0231
H -3.15540 -1.34179 4.26247 0.0366 0.0231 -0.0256
H 1.03712 3.05981 -1.48570 -0.0101 -0.0207 0.0228
H 2.66057 3.38078 -3.31768 -0.0015 -0.0223 -0.0065
H 3.78715 2.37755 2.50642 0.0094 -0.0539 0.0024
H -2.13212 -4.38887 -0.46079 0.0059 -0.0094 0.0319
H -2.85790 -1.86135 2.61214 0.0223 0.0601 0.0436
H 2.19998 -2.64278 -2.97720 -0.0357 0.0084 0.0062
H -0.49544 -2.97446 -0.02897 -0.0932 -0.1073 0.0116
H 1.72189 2.42122 1.16718 0.0022 0.0012 -0.0044
H -0.74382 2.39359 2.47531 0.0782 -0.0101 -0.0266
H -3.01725 3.11416 -2.28274 -0.0077 0.0235 -0.0056
H -0.32966 -1.33546 2.84606 -0.0247 0.0258 0.0487
```
Positions in Å, forces in eV/Å.

Total charge   +2
Calculated total energy   -76366.5660 eV
LUMO energy (alpha / beta)   -6.77 / -6.93 eV
HOMO (alpha / beta)   -13.96 / -13.28 eV
Spin multiplicity   2


C23H28N2 | the ωB97M-V functional and the def2-TZVPD basis

```
53
Properties=species:S:1:pos:R:3:forces:R:3
N -0.60018 -3.63755 0.16975 0.7273 1.3067 -0.7475
N 0.19374 3.17381 -2.37595 -1.1412 -1.8763 1.4163
C -2.45022 -3.97262 2.61379 0.3055 -0.0369 0.8488
C -0.36085 -5.07159 3.48871 -1.6757 0.9544 -0.1123
C 0.25374 4.60473 -2.76686 0.7459 1.3909 -1.5557
C 0.55084 -1.42250 0.20610 -2.0535 -2.4479 -0.8821
C -1.17606 -4.68170 2.32570 -1.0827 0.3183 2.4248
C -0.26039 -1.02944 -0.96686 0.4622 -0.9820 0.3927
C 0.82432 0.76717 -2.63361 -1.3167 1.3434 1.3648
C -3.44699 -3.53554 1.47117 0.2927 -0.5653 0.5380
C 3.94821 5.46521 -1.41414 -1.3540 0.3427 0.3445
C -2.02222 -4.00575 5.16026 1.2054 -0.9695 -3.3407
C 2.14211 4.24795 -0.09902 1.0214 -0.0484 0.0262
C -1.33291 -3.29385 -0.94070 0.6568 2.0984 -0.5565
C -2.84867 -3.64453 3.98640 1.9687 -0.9350 0.4647
C -0.75470 -4.99086 0.84084 -0.6842 0.3684 1.4401
C -0.06153 0.40295 -1.52358 -0.5685 1.9414 -0.1995
C 1.64596 5.32620 -2.47769 0.3741 -0.7581 -0.6918
C 2.65601 4.52197 -1.57648 0.8434 1.0865 0.8044
C 0.91240 2.17373 -3.01023 -0.1629 -0.9667 0.5225
C -1.20707 -1.96936 -1.56449 1.3823 -0.9492 2.1665
C -0.84741 1.48066 -0.87426 1.9464 0.1516 -2.0587
C -0.77691 -4.74854 4.86702 -1.2244 0.7225 -1.1297
C 0.32299 -2.77334 0.74630 -0.2491 2.1918 -1.5013
C -0.67215 2.85059 -1.33662 -0.1322 -2.3127 0.4900
H 1.41228 -0.01908 -3.16759 -0.5442 1.0366 0.4716
H 3.69078 6.16250 -0.55951 0.5370 -0.6633 -0.8952
H -4.47786 -3.37881 1.89417 1.1195 -0.1494 -0.4043
H -1.83067 -1.74273 -2.46001 0.6907 -0.1125 0.9371
H 4.05196 6.12041 -2.31672 0.3678 -0.7817 0.7033
H -1.56273 -5.53096 0.28439 0.8967 0.3620 0.4773
H 0.23229 -5.51380 0.79351 -0.9535 0.3596 -0.0570
H 0.10293 4.62918 -3.88731 -0.0414 -0.0930 1.2605
H -1.28380 3.63650 -0.81983 0.9846 -0.5645 -0.9372
H -3.80054 -3.09940 4.18682 0.8560 -0.5564 -0.4514
H -1.54542 1.21477 -0.04916 0.6343 0.5370 -0.7831
H 3.02859 3.56623 -2.05480 -0.7431 0.9414 0.3551
H 1.30422 -0.75667 0.68661 -0.8131 -0.6435 -0.5460
H -2.04193 -4.02575 -1.39525 0.8188 0.5138 0.7711
H -0.14290 -5.06341 5.73042 -0.5293 0.2509 -1.0218
H -3.52749 -4.35251 0.69952 0.0194 0.8315 0.6552
H -2.30335 -3.74342 6.20853 0.2226 -0.3113 -1.1899
H 1.43896 6.36571 -2.09760 0.2358 -1.1772 -0.0448
H 0.87150 -3.13210 1.64664 -0.6514 0.1974 -0.8814
H 1.60436 3.27258 0.03061 0.1767 0.9775 -0.1025
H -0.57667 5.20189 -2.31802 0.5496 -1.0732 -0.1378
H 2.15457 5.47520 -3.47730 -0.5683 -0.1368 1.0595
H 1.57893 5.13019 0.32648 0.3323 -1.0318 -0.6071
H -3.12757 -2.58253 0.97322 -0.2549 -0.7824 0.4211
H 0.58062 -5.63567 3.27719 -0.8803 0.5287 0.5049
H 1.59298 2.49976 -3.84156 -0.8868 -0.3044 0.9694
H 3.07382 4.17102 0.53958 -1.0820 -0.0592 -0.5866
H 4.87008 4.89309 -1.14859 -0.7806 0.5353 -0.4084
```
Positions in Å, forces in eV/Å.

Total charge   +2
Calculated total energy   -27267.4739 eV
LUMO energy   -7.08 eV
HOMO   -13.75 eV


C23H28N2O7 | the ωB97M-V functional and the def2-TZVPD basis

```
60
Properties=species:S:1:pos:R:3:forces:R:3
O -0.90109 2.09060 5.92728 -5.8456 -3.5821 -2.9791
O 2.12548 -0.06167 0.26626 -4.4348 -0.0113 -4.7308
O -3.42593 2.13938 3.14194 -1.7832 1.3354 3.3434
O -2.06897 -2.34503 3.99677 3.5391 -2.5429 1.6863
O 3.78034 -1.40183 -5.57554 2.8126 -3.6207 -2.1832
O 1.96836 0.72583 -5.46122 -0.9519 5.9530 -8.9716
O 4.23311 -2.77132 -3.50400 1.5213 -0.5515 -0.2080
N 0.15343 0.54060 -0.80996 -6.9498 1.8827 -5.5816
N -2.32112 0.16623 5.21098 -2.0911 0.1156 0.6877
C -0.34370 1.14672 1.37786 7.5522 7.1205 15.6122
C -1.14159 1.81647 2.49251 -0.7575 -0.3660 -2.6567
C -2.18177 1.38388 5.19368 10.6464 4.4816 6.1384
C -2.86056 2.36165 4.61284 -8.7210 5.0420 -4.6424
C -0.61039 1.06105 0.19773 -7.3494 -2.5885 -9.5786
C 4.15739 -0.78108 -6.69259 -8.1980 7.8876 -0.6553
C 1.94771 -0.16387 -2.15783 -1.5029 -0.2759 -0.3161
C -2.76462 0.58567 -1.28353 -1.3305 -5.3217 0.0380
C 1.24907 2.00495 -5.52092 -1.1165 -0.5131 4.4410
C 1.45131 0.48907 -3.35500 6.1507 -9.4440 3.1940
C 4.76116 -3.34708 -2.33605 -3.2121 -3.1923 1.0137
C -1.03048 -1.62391 4.56739 -2.4682 -9.5047 12.7703
C -3.31338 -0.49896 4.57653 -8.9109 1.7813 -0.6068
C 2.92125 -1.12227 -2.19807 0.4304 -4.5567 3.3838
C 2.20740 0.13133 -4.42919 1.4330 -5.1119 4.1086
C -2.58136 1.91643 2.17101 6.9005 -1.3338 4.8204
C 3.14762 -1.04623 -4.56098 -3.8414 2.9778 5.9705
C -2.73677 -1.36014 3.51977 -12.6125 -5.7282 4.4214
C -2.07853 1.05467 -0.06599 -1.4486 -0.4799 3.8744
C -1.55891 -0.71343 5.86559 8.2527 -0.7206 -2.4042
C -2.95455 1.22262 1.11043 -3.1300 1.0643 -7.7458
C 3.37811 -1.77384 -3.35708 -0.4857 3.7438 -1.7477
C 1.28417 0.02875 -0.84542 10.7743 -0.9003 4.7945
H 1.73544 2.92160 -4.69974 -1.4012 -2.9880 -2.6265
H 5.04945 -2.66123 -1.55555 0.8985 0.2539 -0.1962
H -3.94029 0.41848 -1.32378 2.5285 0.9453 0.7057
H 1.27818 2.27828 -6.53524 0.1385 0.5714 -1.0349
H 1.07945 1.32794 -3.26058 -4.1895 7.8859 0.5469
H -2.41522 -0.61214 -1.53113 -0.5880 3.1837 0.4374
H -4.14022 1.41331 0.82366 2.9550 -1.1938 0.8065
H 0.09848 1.73254 -5.18503 2.8234 1.0546 -0.7962
H -0.48403 -1.32095 3.91609 6.4433 5.2926 -7.5275
H 4.78671 -1.22472 -7.27940 4.1461 -2.7815 -2.5850
H -2.05434 -1.17605 6.62785 -1.1658 -1.7887 1.7569
H -3.89502 2.76517 5.11474 1.8465 -2.1110 -0.5874
H 0.96608 1.52769 1.66984 -3.9581 -2.2332 -1.0004
H -2.53617 -0.96243 2.74070 4.0343 5.6177 -9.5908
H 3.82673 -3.86192 -1.91150 1.0657 0.5770 0.2680
H -0.65274 -0.10875 6.20561 -1.0286 -1.0496 0.0689
H 4.23931 0.40374 -6.58310 0.9191 -2.4956 0.1304
H -2.56131 3.34706 4.58654 2.4389 1.5427 -0.2016
H -0.32933 -2.63545 4.98198 -1.5249 3.2113 -0.4772
H -4.14838 0.44661 4.22112 2.4707 -3.3576 0.2530
H -0.45122 0.52509 -1.84714 2.5840 -0.0556 3.8870
H 3.14987 -1.79105 -1.16399 -0.8140 2.5228 -2.7370
H -3.70725 -2.05466 3.05886 1.4481 2.3510 0.9135
H -2.48604 1.16747 -2.08282 0.5034 1.2126 -2.3305
H -0.67963 2.30921 3.44474 -0.6526 -1.3618 -2.0129
H 3.11573 -0.66145 -7.37068 2.4453 -0.6099 0.9972
H 5.33190 -4.29881 -2.52786 0.3118 1.7781 -0.2812
H -4.06833 -1.06981 5.39065 2.4500 0.9859 -2.0770
```
Positions in Å, forces in eV/Å.

Calculated total energy   -41593.1593 eV
LUMO energy   -0.02 eV
HOMO   -7.27 eV
Energy above the lowest of the compared OMol25 structures with the same formula, charge and spin   2605.23 kJ/mol